C15H21O4 | ωB97M-V/def2-TZVPD

Highest occupied orbital energy in eV: -3.73
Molar mass in g mol⁻¹: 265.33
E in eV: -24087.00789
Total charge: -1
Kohn-Sham gap in eV: 6.050
Strongest force on any atom in eV Å⁻¹: 0.82
Spin multiplicity: 1

Positions of all 40 atoms, in Å:
O (2.35, 1.49, -2.39)
C (1.53, 0.55, -2.38)
O (0.95, 0.04, -3.37)
C (1.18, -0.07, -1.02)
C (2.04, -1.32, -0.74)
C (3.51, -1.00, -0.89)
C (4.16, -0.28, 0.11)
C (5.51, 0.03, -0.02)
C (6.18, -0.36, -1.17)
C (5.54, -1.07, -2.17)
C (4.19, -1.40, -2.04)
H (1.42, 0.67, -0.26)
H (0.13, -0.34, -0.97)
H (1.86, -1.63, 0.29)
H (1.75, -2.14, -1.39)
H (3.58, 0.03, 0.97)
H (6.00, 0.59, 0.76)
H (7.23, -0.10, -1.29)
H (6.07, -1.36, -3.07)
H (3.66, -1.92, -2.81)
C (-2.63, 2.08, 1.35)
C (-1.18, 2.35, 1.02)
O (-0.29, 1.71, 1.52)
C (-0.89, 3.45, 0.03)
H (-2.70, 1.27, 2.06)
H (-3.09, 2.98, 1.77)
H (-3.17, 1.80, 0.44)
H (-1.27, 4.40, 0.40)
H (-1.36, 3.22, -0.93)
H (0.18, 3.52, -0.12)
C (-4.77, -2.56, 2.49)
C (-4.71, -1.39, 1.54)
O (-3.70, -0.77, 1.36)
C (-6.00, -1.04, 0.82)
H (-3.79, -2.71, 2.94)
H (-5.50, -2.37, 3.28)
H (-5.05, -3.47, 1.96)
H (-6.77, -0.79, 1.54)
H (-6.33, -1.89, 0.22)
H (-5.82, -0.19, 0.17)

Atomic partial charges in e from the Mulliken method, atoms 1 to 4: -0.7555 0.4229 -0.8009 0.0996

=====

C15H22ClN3S | ωB97M-V/def2-TZVPD

Highest occupied orbital energy in eV: -7.16
Molar mass in g mol⁻¹: 311.88
E in eV: -43724.62532
Total charge: 0
Kohn-Sham gap in eV: 7.558
Strongest force on any atom in eV Å⁻¹: 14.95
Spin multiplicity: 1

Positions of all 42 atoms, in Å:
C (4.51, -0.38, 0.15)
H (3.58, 0.00, 0.83)
C (3.97, -0.35, -1.36)
C (3.73, 1.07, -1.91)
N (2.42, 1.62, -1.81)
C (1.62, 0.66, -2.79)
H (1.92, -0.52, -2.75)
C (0.04, 0.97, -2.51)
N (-0.17, 0.38, -1.21)
C (-1.23, -0.52, -0.87)
N (-1.31, -1.28, 0.07)
H (-0.59, -0.87, 0.82)
C (-2.35, -1.78, 0.85)
C (-3.26, -1.22, 1.69)
C (-3.70, 0.23, 1.38)
C (-4.30, 0.75, 2.33)
C (-4.55, 0.34, 3.75)
C (-4.07, -0.97, 3.98)
C (-3.59, -1.62, 2.97)
H (-3.04, -2.75, 3.25)
H (-4.30, -1.21, 4.89)
Cl (-5.43, 1.10, 4.64)
H (-4.83, 1.74, 1.98)
H (-3.47, 0.31, 0.37)
H (-3.17, -1.96, -0.35)
H (-2.16, -2.89, 1.17)
S (-2.31, -0.73, -1.92)
C (0.73, 0.51, -0.27)
C (1.87, 1.58, -0.63)
H (2.55, 1.79, 0.16)
H (1.08, 2.60, -0.80)
H (0.43, 0.96, 0.77)
H (1.41, -0.42, -0.02)
H (-0.13, 1.98, -2.39)
H (-0.52, 0.35, -3.13)
H (1.54, 0.96, -3.98)
H (4.28, 1.98, -1.48)
H (4.09, 0.80, -2.97)
H (3.33, -1.08, -1.56)
H (5.05, -0.85, -2.08)
H (5.36, 0.27, 0.40)
H (4.99, -1.53, 0.34)

Atomic partial charges in e from the Mulliken method, atoms 1 to 4: -0.9613 0.1436 -0.6927 -0.4312

=====

C15H22ClN5Pt | ωB97M-V/def2-TZVPD

Highest occupied orbital energy (spin up / spin down) in eV: -12.91 / -14.34
Molar mass in g mol⁻¹: 502.91
E in eV: -39106.44701
Total charge: +2
Kohn-Sham gap (spin up / spin down) in eV: 4.342 / 5.769
Strongest force on any atom in eV Å⁻¹: 3.65
Spin multiplicity: 5
<S²>: 6.023

Positions of all 44 atoms, in Å:
C (-0.04, 0.35, -5.28)
C (1.33, 0.84, -4.90)
C (-0.30, -1.11, -5.05)
C (-1.16, 1.28, -4.95)
Cl (0.11, 1.74, -0.67)
H (-0.40, -1.74, -5.94)
H (-1.24, -1.18, -4.48)
H (0.56, -1.49, -4.46)
H (1.97, 1.18, -5.71)
H (1.86, 0.02, -4.40)
H (1.19, 1.69, -4.23)
H (-1.62, 1.82, -5.78)
H (-0.76, 2.05, -4.27)
H (-1.96, 0.71, -4.46)
C (1.29, -1.85, 2.40)
C (0.60, -2.61, 1.45)
C (0.72, -2.04, 0.16)
H (0.08, -3.56, 1.68)
C (1.48, -0.82, 0.27)
C (1.82, -0.66, 1.74)
H (2.65, -0.02, 2.07)
H (1.49, -2.17, 3.42)
H (0.39, -2.41, -0.82)
H (2.01, -0.32, -0.54)
C (-2.14, 0.63, 1.37)
C (-2.03, -0.62, 2.20)
C (-2.29, -1.70, 1.34)
H (-1.98, -0.68, 3.30)
C (-2.54, -1.22, 0.02)
C (-2.46, 0.17, 0.00)
H (-2.74, 0.76, -0.88)
H (-2.34, 1.59, 1.83)
H (-2.41, -2.73, 1.68)
H (-2.75, -1.86, -0.83)
Pt (0.03, 0.45, 1.23)
N (2.78, 2.12, 5.45)
N (1.66, 1.65, 4.76)
N (0.44, 2.20, 5.02)
C (-0.28, 1.74, 4.00)
N (0.48, 1.07, 3.11)
N (1.75, 1.05, 3.60)
H (3.56, 1.48, 5.32)
H (2.52, 2.28, 6.41)
H (-1.34, 1.92, 3.87)

Atomic partial charges in e from the Mulliken method, atoms 1 to 4: 1.2375 -1.0873 -1.0507 -1.0717

=====

C15H22GdN8S7Sb | ωB97M-V/def2-TZVPD

Highest occupied orbital energy (spin up / spin down) in eV: -10.56 / -10.40
Molar mass in g mol⁻¹: 817.88
E in eV: -131048.70876
Total charge: +1
Kohn-Sham gap (spin up / spin down) in eV: 7.322 / 5.327
Strongest force on any atom in eV Å⁻¹: 1.32
Spin multiplicity: 7
<S²>: 12.343

Positions of all 54 atoms, in Å:
Gd (0.32, -0.81, -0.42)
C (-2.15, 3.30, -1.19)
C (-1.69, 1.97, -0.68)
N (-0.53, 1.71, -0.17)
N (0.42, 2.64, -0.02)
C (1.61, 2.35, 0.58)
N (2.50, 3.35, 0.66)
S (1.97, 0.87, 1.24)
C (-2.65, 0.85, -0.66)
C (-3.96, 0.96, -1.11)
C (-4.83, -0.11, -0.97)
C (-4.37, -1.27, -0.36)
C (-3.04, -1.31, 0.03)
N (-2.19, -0.30, -0.13)
H (-1.40, 4.08, -1.13)
H (-3.02, 3.62, -0.63)
H (-2.45, 3.20, -2.24)
H (0.28, 3.58, -0.40)
H (2.31, 4.28, 0.34)
H (3.36, 3.17, 1.17)
H (-4.31, 1.87, -1.57)
H (-5.85, -0.04, -1.30)
H (-5.02, -2.12, -0.19)
H (-2.64, -2.20, 0.51)
S (-0.56, -3.12, -1.59)
Sb (0.60, -4.04, 0.35)
S (-0.24, -2.32, 1.82)
S (2.48, -2.61, -0.21)
C (4.30, 3.67, -2.91)
C (2.88, 3.35, -3.39)
C (2.56, 1.92, -3.16)
N (1.92, 1.43, -2.16)
N (1.81, 0.08, -2.17)
C (2.38, -0.47, -3.22)
N (2.34, -1.78, -3.48)
S (3.11, 0.69, -4.29)
H (4.53, 4.71, -3.11)
H (5.03, 3.06, -3.45)
H (4.40, 3.48, -1.85)
H (2.81, 3.55, -4.46)
H (2.15, 3.97, -2.87)
H (2.02, -2.40, -2.74)
H (2.88, -2.16, -4.23)
S (-1.02, 0.25, -3.28)
C (-2.15, -0.66, -4.09)
N (-2.48, -1.90, -3.78)
C (-3.37, -2.62, -4.65)
C (-4.04, -1.60, -5.57)
S (-3.04, -0.07, -5.47)
H (-1.94, -2.41, -3.07)
H (-4.11, -3.15, -4.04)
H (-2.80, -3.37, -5.21)
H (-5.05, -1.36, -5.26)
H (-4.05, -1.94, -6.61)

Atomic partial charges in e from the Mulliken method, atoms 1 to 4: 0.3360 -1.5727 0.2983 0.0369

=====

Question: Which value of strongest force on any atom does entry 4 give?
Answer: 1.32 eV Å⁻¹

=====

Please write out number 2 again, unchanged.
C15H22ClN3S | ωB97M-V/def2-TZVPD

Highest occupied orbital energy in eV: -7.16
Molar mass in g mol⁻¹: 311.88
E in eV: -43724.62532
Total charge: 0
Kohn-Sham gap in eV: 7.558
Strongest force on any atom in eV Å⁻¹: 14.95
Spin multiplicity: 1

Positions of all 42 atoms, in Å:
C (4.51, -0.38, 0.15)
H (3.58, 0.00, 0.83)
C (3.97, -0.35, -1.36)
C (3.73, 1.07, -1.91)
N (2.42, 1.62, -1.81)
C (1.62, 0.66, -2.79)
H (1.92, -0.52, -2.75)
C (0.04, 0.97, -2.51)
N (-0.17, 0.38, -1.21)
C (-1.23, -0.52, -0.87)
N (-1.31, -1.28, 0.07)
H (-0.59, -0.87, 0.82)
C (-2.35, -1.78, 0.85)
C (-3.26, -1.22, 1.69)
C (-3.70, 0.23, 1.38)
C (-4.30, 0.75, 2.33)
C (-4.55, 0.34, 3.75)
C (-4.07, -0.97, 3.98)
C (-3.59, -1.62, 2.97)
H (-3.04, -2.75, 3.25)
H (-4.30, -1.21, 4.89)
Cl (-5.43, 1.10, 4.64)
H (-4.83, 1.74, 1.98)
H (-3.47, 0.31, 0.37)
H (-3.17, -1.96, -0.35)
H (-2.16, -2.89, 1.17)
S (-2.31, -0.73, -1.92)
C (0.73, 0.51, -0.27)
C (1.87, 1.58, -0.63)
H (2.55, 1.79, 0.16)
H (1.08, 2.60, -0.80)
H (0.43, 0.96, 0.77)
H (1.41, -0.42, -0.02)
H (-0.13, 1.98, -2.39)
H (-0.52, 0.35, -3.13)
H (1.54, 0.96, -3.98)
H (4.28, 1.98, -1.48)
H (4.09, 0.80, -2.97)
H (3.33, -1.08, -1.56)
H (5.05, -0.85, -2.08)
H (5.36, 0.27, 0.40)
H (4.99, -1.53, 0.34)

Atomic partial charges in e from the Mulliken method, atoms 1 to 4: -0.9613 0.1436 -0.6927 -0.4312

=====

Question: Number 1 is which compound?
Answer: C15H21O4

=====

Question: The lowest strongest force on any atom belongs to which entry?
Answer: C15H21O4